[1]
The following is a DFT calculation (ωB97M-V with the def2-TZVPD basis set) of a structure of composition C26H19I2N3OReS in a non-equilibrium geometry.

Values from the calculation:
Electronic energy, eV: -62940.91743
Total charge: +2
Maximum force, eV/A: 3.60
HOMO (alpha / beta), eV: -13.09 / -13.13
Spin multiplicity: 2
ΔE to the lowest compared entry with this formula, charge and spin, kcal per mole: 0.0
Kohn-Sham gap (alpha / beta), eV: 4.8 / 5.2

Cartesian coordinates (Å):
H: -3.11570 5.01109 -0.80500
C: 1.50684 -2.28512 -4.13272
C: -1.20425 2.27983 -1.35709
C: -1.48434 -1.64455 2.54968
C: -0.04942 -1.25912 2.80872
N: 0.22889 0.10865 2.29481
H: 1.46149 -2.24640 -6.28161
C: 0.47711 -0.54410 -5.46402
C: -2.04172 -1.57034 1.24927
C: -2.48038 4.16154 -0.59500
H: 2.76093 0.44195 -1.56924
C: 0.11638 0.08401 -4.27939
C: 4.43950 0.08427 -0.27735
S: -0.79286 1.55495 -4.05857
H: -1.84581 -2.14889 4.59216
N: 0.01039 0.31751 -1.96376
C: -3.56672 -2.54281 3.37839
H: -2.28395 3.60144 -2.66120
C: 0.45742 -0.45015 -3.03145
H: 2.03294 -3.22940 -4.10120
I: -4.74570 -3.12751 5.00308
H: 5.87031 -0.24885 1.29468
H: -5.07769 -2.98445 1.91542
I: -4.03633 -2.16581 -0.92751
H: 0.13054 -1.30735 3.88470
N: 2.19143 0.48544 0.42552
C: 2.59336 0.42139 1.72409
H: 1.39008 1.77497 2.79126
C: -2.13308 3.86568 0.71589
C: 3.90246 0.15995 2.05903
H: -1.08710 2.57503 2.03861
H: -0.51487 0.69167 2.66905
H: 0.63845 -1.96070 2.32449
H: -2.48613 4.49278 1.52349
H: 5.14171 -0.03213 -1.09010
C: -0.66891 1.38299 -2.36807
C: 1.51900 0.69056 2.74179
C: -1.33557 2.76211 1.00018
C: -3.32709 -2.12033 1.03985
C: -0.86807 1.95165 -0.02560
C: 1.15643 -1.65302 -2.95656
H: 1.80973 0.33576 3.72982
H: 4.18985 0.10195 3.09988
C: -4.08718 -2.58776 2.08915
C: 1.17635 -1.73280 -5.37387
C: -2.26254 -2.10648 3.59349
H: 0.21633 -0.11733 -6.42296
Re: 0.16616 0.12913 0.11835
O: -1.42573 -1.00571 0.21884
C: 4.84122 -0.02372 1.04800
H: 1.39403 -2.08533 -1.99087
C: -2.01314 3.37319 -1.63720
C: 3.11493 0.34063 -0.55135

Forces on the atoms, in the same order (eV/Å):
0.0 0.0 0.0
0.0 0.0 0.1
-0.1 0.2 0.2
0.0 0.3 -0.7
-0.2 -0.3 0.0
0.0 0.1 0.1
0.0 0.0 0.0
0.0 0.0 -0.1
-1.2 -0.9 1.6
0.0 0.0 0.1
-0.1 -0.1 0.0
-0.1 0.1 0.3
0.0 0.1 0.0
0.0 -0.1 0.1
0.0 0.0 0.0
0.1 0.1 0.1
-0.1 -0.1 0.2
0.0 0.1 0.0
0.0 -0.2 -0.4
0.0 0.0 0.0
0.2 0.0 -0.2
0.0 0.0 0.0
0.0 0.0 0.0
-0.1 0.0 0.2
0.1 0.1 0.0
0.1 -0.5 0.0
0.0 -0.1 0.2
0.0 0.0 0.1
0.0 0.0 0.0
0.0 0.1 0.0
0.0 0.0 0.0
0.0 0.1 0.0
0.1 0.1 0.0
0.0 0.0 0.0
0.0 0.0 0.0
0.1 -0.2 -0.3
0.1 0.0 -0.2
0.0 0.1 0.1
0.7 0.5 -0.6
0.8 -1.2 -0.1
0.0 0.0 0.1
0.0 0.0 0.0
0.0 0.0 0.0
0.0 -0.1 0.3
-0.1 0.1 -0.1
-0.2 -0.2 0.2
0.0 0.0 0.0
-3.5 0.6 0.2
3.2 1.4 -0.9
-0.2 0.0 0.0
0.0 -0.1 0.0
0.2 -0.2 -0.2
0.1 0.0 -0.2

Löwdin population analysis, charges in e, atoms 1 to 4: H 0.13; C -0.05; C -0.23; C -0.15

=====

[2]
The following is a DFT calculation (ωB97M-V with the def2-TZVPD basis set) of a structure of composition C9H15O5Tl in a non-equilibrium geometry.

Values from the calculation:
Electronic energy, eV: -24483.02173
Total charge: +2
Maximum force, eV/A: 4.78
HOMO, eV: -13.51
Spin multiplicity: 1
Kohn-Sham gap, eV: 1.3

Cartesian coordinates (Å):
O: 17.16834 0.32573 28.94233
H: 10.39695 -8.01649 15.89965
H: 16.28556 -1.56002 28.94057
H: 15.44182 -6.26791 24.60355
C: 15.28619 1.26915 29.96473
C: 11.25940 -8.29795 16.50386
H: 14.33888 -0.73593 29.73399
H: 11.10535 -9.36794 16.64343
C: 12.43686 -8.16474 15.56377
C: 14.61529 -6.66694 25.19153
H: 12.09455 -8.15753 14.52895
H: 10.60073 -6.87858 18.12264
C: 14.82434 0.06224 29.17244
H: 11.97836 -7.88546 18.52330
O: 17.59891 2.11469 30.13594
H: 16.11251 -0.69318 27.49315
C: 16.13826 -0.54462 28.57267
H: 14.10045 0.24525 28.37835
O: 12.35286 -6.45174 17.11694
H: 13.92986 -7.05475 24.43794
O: 14.95702 -7.56505 26.25512
O: 13.68380 -6.07808 15.41636
C: 12.87462 -6.75479 15.93051
H: 14.85339 2.16797 29.52555
H: 13.27517 -8.74924 15.94285
H: 14.00531 -5.83226 25.53696
Tl: 17.07007 -11.31280 31.07715
H: 15.07309 1.24054 31.03331
C: 11.45941 -7.39841 17.69773
C: 16.82502 1.24121 29.79380

Forces on the atoms, in the same order (eV/Å):
1.6 -1.4 -0.7
-0.3 0.3 0.4
0.5 0.2 0.5
0.5 -0.4 0.3
0.1 -0.3 0.3
-1.8 -1.7 -1.1
0.1 0.3 0.5
-0.1 0.0 0.7
-0.3 1.3 0.8
2.9 -1.6 2.5
0.8 -0.7 0.0
-0.1 0.0 -0.5
0.1 -1.5 -0.7
0.1 -0.1 0.0
-0.8 -1.2 0.4
0.1 0.7 -0.1
-1.8 -0.7 -0.1
0.2 0.6 0.0
0.2 2.1 1.0
-1.1 -1.0 -0.1
-1.4 2.8 -3.6
1.1 1.3 -1.3
-0.6 -1.4 1.5
0.5 0.2 0.3
0.1 -0.4 -1.0
-0.9 0.2 0.8
0.0 -0.1 0.1
-0.2 0.0 -0.1
0.8 -0.7 -0.6
-0.4 3.2 -0.3

Löwdin population analysis, charges in e, atoms 1 to 4: O 0.08; H 0.13; H 0.12; H 0.10

=====

[3]
The following is a DFT calculation (ωB97M-V with the def2-TZVPD basis set) of a cluster of 8 separate species, C23H41N11O3 in total in a non-equilibrium geometry.

Values from the calculation:
SMILES: c1cc[nH]c1.c1cc[nH]c1.c1cc[nH]c1.NC(N)=O.NC(N)=O.NC(N)=O.CCCC#N.CCCC#N
Electronic energy, eV: -47047.83492
Maximum force, eV/A: 6.34
HOMO, eV: -8.13
Spin multiplicity: 1
ΔE to the lowest compared entry with this formula, charge and spin, kcal per mole: 92.9
Kohn-Sham gap, eV: 8.4

Cartesian coordinates (Å):
H: -2.40402 -5.38166 4.55167
C: 5.10544 4.38117 -6.10895
H: 3.66504 7.71511 -1.82221
H: -2.56156 -0.26694 3.96354
H: -4.04289 0.50634 6.83852
C: -0.83448 -6.65320 -2.25239
H: -6.87034 3.91400 2.45172
C: -0.64379 -9.04071 -3.14850
C: 0.11492 -6.98777 3.70763
H: 1.66676 6.48385 0.31578
H: 2.47837 5.65103 -7.70189
N: 3.09639 7.05495 -2.33304
H: -0.90968 -6.19515 -3.23861
H: 4.82227 -3.06500 3.32519
H: -1.87699 -6.76034 -1.95272
H: 1.37821 1.48714 -1.14766
O: 1.38973 5.64363 -1.94199
O: -0.43994 -0.52860 0.38369
H: 5.71947 -1.89316 -0.66326
H: -7.94781 5.08896 3.03214
H: -5.55835 5.80368 2.49357
C: -8.27801 4.47425 1.06834
C: 6.03705 -1.31876 2.50437
H: 4.43200 -3.70493 0.90951
H: -4.11110 2.29087 6.50652
C: 3.69873 4.33433 -6.40687
H: 6.43214 -0.66865 3.27097
H: 1.08307 -6.99844 3.22912
H: -0.11595 -9.99145 -3.07390
H: 2.97687 7.56839 -0.06110
N: 4.58952 5.98927 -7.63129
H: 1.82006 -0.05828 -0.51845
H: 5.57838 3.76268 -5.36049
H: -6.18071 5.78637 -0.44974
C: -0.46230 -7.92548 4.44365
H: 6.75336 -0.19432 0.78256
C: -0.10026 0.47003 -0.17787
H: 3.32636 6.73653 -3.26353
H: 1.01995 -7.68428 -2.64444
H: -2.41262 -7.97375 5.49280
N: 6.29819 -1.00661 1.17388
N: -0.64581 -5.88789 3.62467
H: -0.45269 -5.90667 -1.55596
N: -0.77252 1.56786 -0.29496
C: -6.33248 5.86786 1.72893
N: -3.01510 -0.04753 4.83891
C: 5.20735 -2.46854 2.51134
O: -3.18261 2.06628 4.34528
C: -3.41152 1.14422 5.09137
H: -0.27365 -8.93871 4.76641
C: -5.60394 5.48522 0.42474
C: -1.72915 -6.20300 4.36100
H: 0.08956 -8.34572 -1.30059
C: 0.01388 -7.93262 -2.30643
C: -7.39190 4.81713 2.13482
N: -3.84551 1.33834 6.30101
N: -8.97755 4.15678 0.24166
H: 2.96003 3.70491 -5.93300
C: -0.54184 -8.67637 -4.58921
H: -1.54057 1.67919 0.35144
N: -0.49198 -8.46717 -5.72047
H: -0.32308 2.39957 -0.65043
H: -3.38743 -0.79156 5.41151
C: 2.17817 6.48019 -1.55897
C: 5.53673 5.50140 -6.77968
C: -1.65382 -7.47987 4.90400
H: -5.32829 4.43393 0.34161
H: 4.72813 6.63876 -8.39223
H: -1.66522 -9.01713 -2.76871
H: -0.54639 -4.98315 3.18688
C: 5.68295 -1.94648 0.41480
H: -4.68013 6.06131 0.37173
C: 3.42808 5.40208 -7.25194
N: 1.11129 0.64886 -0.65154
H: -6.74983 6.87402 1.76827
C: 5.04872 -2.87500 1.22141
N: 2.34035 6.83856 -0.34797
H: 6.48629 6.01588 -6.78593

Forces on the atoms, in the same order (eV/Å):
-0.5 -0.3 0.0
-1.4 1.1 0.0
0.4 -0.1 -1.1
-0.3 0.1 0.2
-0.3 0.9 0.6
-0.1 0.3 -0.3
0.1 -0.2 -0.2
0.8 1.4 -0.7
4.2 0.4 -2.4
0.2 0.3 0.0
0.1 0.0 -0.1
1.5 1.4 -1.5
0.3 0.1 -0.1
0.2 0.5 0.4
0.0 -0.7 0.2
0.0 -0.3 0.2
-1.1 -0.7 -0.3
-1.2 -2.2 1.1
0.1 0.0 0.1
-0.2 0.3 -0.2
-0.1 0.3 0.3
0.7 0.3 1.3
-0.6 -0.3 -0.3
0.2 0.0 -0.2
-0.2 -0.5 0.4
0.1 1.0 0.0
-0.2 -0.3 0.1
-0.1 -0.1 -0.1
-0.4 -0.1 0.4
-0.4 -0.3 0.1
-0.4 0.2 1.5
-0.3 0.1 -0.2
0.3 0.3 -0.2
-0.1 -0.3 -0.1
0.3 -3.6 1.3
0.0 -0.2 0.4
1.5 -0.8 0.7
-0.2 0.2 0.3
0.0 -0.1 -0.1
0.2 0.1 0.0
-0.7 -0.9 0.9
-1.1 -0.3 0.9
0.4 -0.1 -0.1
-3.7 3.6 0.0
0.5 -1.1 0.3
0.9 -5.3 -1.0
1.7 1.4 1.9
-0.1 1.8 -1.6
1.4 3.1 -1.3
1.3 0.0 -0.7
-0.2 1.1 -0.1
-2.5 1.4 1.3
0.2 0.1 0.1
-0.3 0.2 0.7
1.0 0.3 0.9
-1.7 0.2 3.0
-1.6 -0.6 -2.0
0.0 0.0 -0.2
-0.8 -0.4 0.1
-0.1 0.1 -0.4
0.1 0.1 0.5
-0.4 -0.1 0.3
0.4 -0.2 -0.4
0.0 -2.0 -3.8
2.4 -0.3 -0.8
-2.4 3.1 -0.3
-0.2 0.0 0.2
-0.1 0.0 0.5
-0.2 -0.8 -0.6
0.5 -0.5 0.0
-0.3 -0.6 -1.2
0.1 0.0 0.0
-1.4 -1.8 -0.7
4.2 -0.4 -1.7
0.1 0.0 -0.4
-0.3 0.3 -2.2
-0.5 1.3 6.2
0.2 -0.4 0.0

Löwdin population analysis, charges in e, atoms 1 to 4: H 0.10; C -0.10; H 0.10; H 0.13

=====

[4]
The following is a DFT calculation (ωB97M-V with the def2-TZVPD basis set) of the ion C4H14N3 with charge +1 in a non-equilibrium geometry.

Values from the calculation:
SMILES: CN(C)C[C@H](N)[NH3+]
Electronic energy, eV: -8837.97527
Total charge: +1
Maximum force, eV/A: 5.22
HOMO, eV: -12.90
Spin multiplicity: 1
ΔE to the lowest compared entry with this formula, charge and spin, kcal per mole: 47.2
Kohn-Sham gap, eV: 9.6

Cartesian coordinates (Å):
H: -1.16615 1.23127 0.24783
C: 0.99222 1.94675 0.06690
H: -0.63625 -0.04568 -1.80695
N: -2.17891 -1.19250 -0.97251
H: 0.69586 0.82316 2.53925
H: 2.34010 0.73479 1.70305
H: 0.00999 -2.56561 -0.39441
H: -2.88563 -0.74543 -0.35203
H: 0.13105 -2.19944 -1.97497
H: 2.07110 2.15732 -0.27419
H: -2.60042 -1.27192 -1.90031
C: -0.66532 0.22163 0.33875
H: 1.45347 -0.78331 1.93329
C: 1.27026 0.35542 1.81188
N: 0.70080 0.55849 0.45862
H: -1.11330 -0.35523 1.17470
H: 0.23452 2.19776 -0.67989
H: 1.14579 -1.32272 -0.90810
C: -0.84772 -0.64592 -0.93674
N: 0.18905 -1.78658 -0.98533
H: 0.85950 2.68775 0.91116

Forces on the atoms, in the same order (eV/Å):
-0.6 -1.5 -0.2
0.6 1.1 0.1
0.4 0.1 -0.4
-0.5 0.1 0.0
-0.8 0.7 1.7
-1.5 -0.1 0.8
-0.1 -0.6 1.3
1.2 -0.4 -0.5
0.2 0.7 1.7
-1.7 -0.8 0.2
0.4 0.0 0.4
-1.0 0.3 -0.6
-0.8 1.8 0.4
3.2 -2.8 -2.9
2.5 0.3 1.1
0.5 0.4 -0.1
0.6 0.4 -0.3
-1.2 -0.7 0.5
-2.0 0.5 0.9
0.8 1.3 -3.4
-0.2 -0.8 -0.5

Löwdin population analysis, charges in e, atoms 1 to 4: H 0.15; C -0.09; H 0.15; N 0.06